This record from the OMol25 dataset describes 8 unconnected molecules or ions with the total composition C47H86ClF8N10O12S. The level of theory is ωB97M-V with the def2-TZVPD basis set.

Properties
Net charge = +1
Energy = -4949.7786 Eh
Gap between HOMO and LUMO = 7.98 eV
Molecular weight = 1202.767 g/mol

```
165
Properties=species:S:1:pos:R:3:forces:R:3
C -2.34213 -1.30986 3.32647 -0.2 0.4 0.7
C -1.95549 0.23327 3.46109 -0.2 -0.6 -0.4
C -2.21774 0.98864 2.08543 -1.4 -0.6 1.1
N -1.08717 0.81403 1.15009 0.0 0.9 0.2
C -0.58981 1.99857 0.49890 0.5 -0.4 0.1
Cl 0.05694 3.05803 1.92068 0.4 -0.2 -0.3
C -1.65034 2.98288 -0.13913 -0.2 1.3 3.1
O -1.19009 4.32338 0.00118 -0.9 -0.8 -1.6
N -2.07425 2.67260 -1.55315 -0.7 0.3 0.5
C -3.36098 3.41484 -1.75154 -3.5 1.1 -0.3
C -4.66189 2.52302 -1.43402 0.3 0.5 -0.3
C -5.54775 3.09980 -0.25773 -0.4 -1.5 -0.2
O -5.74006 2.01466 0.70928 -0.5 0.2 -0.7
C -7.01669 1.44897 0.58518 -1.4 -1.5 -0.2
C -7.30847 0.29628 -0.45710 0.8 0.7 -0.1
O -7.93073 1.77507 1.28076 0.8 0.5 0.1
C -0.99891 2.70427 -2.58007 1.3 -1.0 -0.2
C -0.36460 4.09431 -2.93011 0.8 3.9 -0.9
F 0.18981 4.14643 -4.19147 -0.8 -1.1 1.7
F -1.28748 5.13225 -2.95319 0.5 -1.9 0.5
F 0.62264 4.55936 -2.11590 -1.0 -1.3 -0.2
S -1.80858 2.24555 -4.24374 -1.0 -0.4 -5.9
C -3.19385 1.02829 -4.05392 -0.3 -0.6 0.8
O -0.88385 1.64008 -5.19784 0.2 -0.3 2.5
O -2.41834 3.38239 -4.92768 -0.1 -0.1 2.6
C 0.05713 1.56968 -2.12291 2.0 -0.6 -1.0
C 1.41558 1.75964 -2.95781 0.7 0.6 0.1
C -0.39317 0.09899 -2.48440 -0.3 -1.0 0.2
N -1.17154 -0.62962 -1.45624 0.6 -0.8 -0.7
C -1.19613 -2.05793 -1.93244 -1.0 -0.2 0.7
C 0.56220 1.74077 -0.59662 -0.2 2.5 0.6
C 1.74634 0.84946 -0.12347 2.1 -2.1 2.0
F 3.00743 1.28652 -0.58912 -2.0 0.2 -0.4
F 1.98484 0.99620 1.27855 -1.3 0.4 -1.2
C 1.75338 -0.69156 -0.27089 1.2 -3.1 -2.1
C 0.99147 -1.65776 0.50008 0.7 -0.5 -0.7
C 1.09442 -3.09878 0.32471 1.6 1.0 -1.9
C 2.01895 -3.67553 -0.70731 -1.2 3.1 1.5
C 2.81159 -2.72055 -1.47172 -1.3 0.4 1.0
C 3.76780 -3.32635 -2.54837 -1.5 -0.3 1.2
F 3.99561 -2.46891 -3.58185 0.3 -1.1 1.1
F 3.14769 -4.45829 -3.04616 1.1 1.2 0.1
F 4.92901 -3.75128 -1.94833 -0.9 0.7 -1.4
C 2.70098 -1.26926 -1.26579 -1.2 -1.5 1.0
H -1.47674 -2.00176 3.47662 -0.8 0.5 -0.3
H -2.85755 -1.51353 2.35365 0.6 0.1 0.7
H -3.09401 -1.53682 4.13343 0.8 0.0 -0.8
H -2.58457 0.65996 4.28879 0.6 -0.1 -1.0
H -0.88148 0.35367 3.79018 -1.0 0.0 -0.4
H -3.12800 0.49654 1.62896 0.8 0.7 0.4
H -2.51141 2.04072 2.33288 0.6 -0.6 -0.4
H -0.31666 0.51621 1.76417 -0.2 -0.1 -0.8
H -2.61459 2.99236 0.44664 1.0 -1.0 -0.7
H -1.80700 4.80225 0.58395 0.5 -0.2 -0.3
H -2.35492 1.67191 -1.50088 0.3 0.4 -0.1
H -3.49814 4.29687 -1.06458 1.1 -0.9 -0.6
H -3.55074 3.85917 -2.75478 1.1 -0.6 0.4
H -4.41718 1.46001 -1.17973 0.0 0.8 -0.1
H -5.28999 2.48343 -2.36846 0.7 0.0 0.9
H -5.09097 3.94612 0.30844 -0.4 -0.5 -0.6
H -6.57194 3.31933 -0.65877 1.1 0.5 0.4
H -6.87418 -0.68468 -0.12817 -0.3 1.0 -0.2
H -6.84169 0.56442 -1.44631 -0.6 -0.4 0.8
H -8.42302 0.20521 -0.54071 1.2 0.1 0.0
H -3.09548 0.29853 -4.90345 0.3 1.0 0.7
H -4.18085 1.54374 -4.14554 1.0 -0.1 0.1
H -3.14275 0.43459 -3.10646 0.0 0.5 -0.7
H 1.26752 1.95889 -4.03907 -0.2 -0.3 0.7
H 2.03577 2.60704 -2.54726 -0.8 -0.8 -0.4
H 2.08921 0.86863 -2.86497 -1.0 0.7 0.0
H -0.90067 -0.07611 -3.46561 0.6 0.9 0.3
H 0.54719 -0.50952 -2.61497 -0.9 0.8 0.4
H -2.16594 -0.37993 -1.44972 0.3 0.2 0.1
H -1.68309 -2.71015 -1.15149 0.4 0.8 -0.7
H -0.17206 -2.47351 -2.08148 -0.8 0.6 -0.1
H -1.84653 -2.07569 -2.84789 0.9 -0.5 0.4
H 1.05007 2.76694 -0.59797 -0.5 -1.0 -0.1
H 0.28723 -1.31559 1.28336 0.6 -0.3 -0.7
H 0.44044 -3.74740 0.96077 0.8 0.6 -0.7
H 2.04253 -4.77646 -0.83845 0.2 1.0 -0.1
H 3.35861 -0.64973 -1.91297 -0.7 -0.4 0.8
C 4.46649 -3.00366 2.37653 0.3 -0.1 0.3
O 3.70235 -2.59602 1.52095 0.3 0.1 -0.1
N 5.79322 -3.20636 2.22902 -0.4 0.0 0.2
C 6.62104 -3.70213 3.31346 0.1 0.1 -0.3
C 6.40942 -2.91935 0.94661 -0.3 0.1 -0.1
H 4.10586 -3.25036 3.38983 0.1 0.0 0.1
H 7.39867 -2.96766 3.53326 0.1 -0.1 0.1
H 7.08516 -4.64226 3.00891 0.1 0.0 0.2
H 6.02767 -3.87207 4.21098 0.0 0.0 -0.1
H 6.25171 -1.86740 0.69819 0.1 -0.1 -0.1
H 5.94026 -3.53226 0.17674 0.1 0.1 -0.1
H 7.47684 -3.13092 0.98291 -0.1 0.0 0.1
C -0.31660 -5.43413 4.78413 0.0 -0.1 0.2
O -1.05706 -5.00754 3.91132 0.2 0.1 -0.2
N 1.01148 -5.64925 4.64315 -0.3 0.0 0.1
C 1.82973 -6.15780 5.72781 0.0 0.0 -0.2
C 1.63106 -5.36010 3.36546 -0.3 0.1 0.0
H -0.68980 -5.68405 5.78897 0.2 0.1 -0.1
H 2.61413 -5.43207 5.95648 0.1 -0.1 0.1
H 2.28725 -7.10141 5.42049 0.1 0.0 0.1
H 1.22791 -6.32580 6.62124 -0.1 0.1 -0.1
H 1.48080 -4.30485 3.12544 0.1 0.0 -0.2
H 1.15507 -5.96711 2.59155 0.1 0.1 -0.1
H 2.69732 -5.57974 3.39912 -0.1 0.0 0.1
C -5.34063 3.13980 -8.30904 0.2 0.2 -0.1
O -5.68792 2.95489 -7.15242 0.2 0.1 0.1
N -4.47233 4.08995 -8.71857 -0.3 -0.4 0.0
C -4.10238 4.25103 -10.11375 0.0 0.1 0.3
C -3.89298 4.97583 -7.72697 -0.2 -0.2 0.2
H -5.72381 2.51995 -9.13561 0.0 0.0 0.0
H -3.02371 4.11721 -10.21620 0.0 0.0 -0.2
H -4.37672 5.25544 -10.44196 0.1 -0.1 -0.2
H -4.61253 3.52065 -10.73882 0.0 0.1 0.0
H -3.35103 4.37845 -6.99223 0.0 0.2 0.1
H -4.69412 5.51510 -7.21679 0.1 0.1 0.1
H -3.21480 5.68616 -8.19731 -0.1 -0.1 -0.1
C -2.06965 4.06977 -12.96157 0.1 0.1 -0.1
O -3.28364 4.13954 -13.00297 0.1 0.2 0.0
N -1.22252 5.11126 -13.13420 -0.1 -0.4 0.1
C 0.21732 4.95299 -13.07139 -0.2 0.2 -0.1
C -1.77572 6.42911 -13.39092 -0.2 -0.2 0.0
H -1.54888 3.11586 -12.77317 0.1 0.0 0.0
H 0.61344 5.58340 -12.27186 0.2 -0.1 -0.1
H 0.65418 5.25919 -14.02444 0.2 0.0 0.1
H 0.48541 3.91566 -12.87338 -0.1 0.0 0.0
H -2.41935 6.71851 -12.55778 0.0 0.1 -0.1
H -2.37829 6.39604 -14.30044 0.0 0.1 0.1
H -0.97698 7.15983 -13.50740 0.0 -0.1 0.0
C 2.83939 3.71296 4.85565 0.1 0.1 -0.1
O 2.51656 3.53903 6.01427 0.1 0.1 0.0
N 3.72808 4.63839 4.42101 -0.2 -0.3 -0.1
C 4.06231 4.78547 3.01843 0.1 0.1 0.3
C 4.36481 5.50956 5.39268 -0.2 -0.2 0.2
H 2.41495 3.10454 4.03818 0.1 0.0 -0.1
H 5.13351 4.61749 2.88465 0.0 0.0 -0.2
H 3.81086 5.79796 2.69329 0.1 -0.1 -0.2
H 3.51032 4.06804 2.41080 0.0 0.0 0.1
H 4.91364 4.90294 6.11545 0.0 0.1 0.1
H 3.59872 6.07635 5.92516 0.1 0.0 0.1
H 5.04907 6.19583 4.89613 -0.1 -0.1 -0.1
C 7.46339 -3.00817 7.03484 -0.1 0.1 0.2
O 7.66717 -4.13970 6.63606 -0.2 0.0 0.0
N 6.59359 -2.67163 8.01600 0.3 0.1 -0.3
C 6.40265 -1.29810 8.44010 -0.1 -0.3 0.1
C 5.82789 -3.72145 8.66376 0.2 -0.1 -0.2
H 7.99295 -2.13861 6.61019 0.0 0.1 0.0
H 6.65055 -1.21192 9.50037 0.0 0.2 0.0
H 5.35804 -1.01703 8.28813 0.1 0.2 0.1
H 7.03997 -0.62357 7.86921 0.0 -0.1 0.0
H 6.51316 -4.43727 9.12145 -0.1 -0.1 0.0
H 5.22786 -4.24394 7.91590 0.0 -0.1 0.1
H 5.17560 -3.29973 9.42675 0.1 0.1 -0.1
C -1.53835 -6.97380 7.78859 -0.2 -0.2 0.2
O -0.83887 -6.02550 8.10293 -0.1 0.0 0.1
N -2.63151 -7.39521 8.45880 0.3 0.0 -0.3
C -3.41315 -8.53522 8.02018 0.0 0.2 0.2
C -3.03641 -6.68260 9.65789 0.2 0.2 -0.1
H -1.31873 -7.58317 6.89531 -0.1 -0.1 0.0
H -4.43764 -8.21280 7.82180 0.0 -0.2 0.0
H -3.41716 -9.29189 8.80771 -0.1 -0.1 -0.1
H -2.99347 -8.96755 7.11245 0.0 0.1 0.1
H -3.23897 -5.63995 9.40609 0.0 0.0 0.1
H -2.22431 -6.71303 10.38656 -0.1 0.1 0.1
H -3.92904 -7.13613 10.08545 0.1 0.0 -0.1
```
Positions in Å, forces in eV/Å.

=====

This record from the OMol25 dataset describes a molecular structure, C5H3BrClNO3S. The level of theory is ωB97M-V with the def2-TZVPD basis set.

Properties
Energy above the lowest of the compared OMol25 structures with the same formula, charge and spin = 14.2 kcal per mole
Energy = -3905.0092 Eh
Gap between HOMO and LUMO = 7.15 eV
Molecular weight = 272.507 g/mol

```
15
Properties=species:S:1:pos:R:3:forces:R:3
C -0.66111 -0.90467 -0.06447 -4.2 -1.3 -0.2
C 1.77545 -0.84786 -0.06245 2.1 0.2 -0.2
C -1.00870 0.29203 0.42038 1.3 -0.1 0.3
C 2.20662 0.52628 -0.00614 1.9 -2.6 0.4
C 1.79987 1.75667 0.21366 -2.8 3.2 -1.0
N 0.60845 -1.42921 -0.05461 2.1 0.1 -0.9
O 1.48460 2.87206 0.15953 0.9 -2.2 0.8
O -3.35172 1.21872 1.36397 0.5 0.1 1.1
O -3.43279 -0.76480 -0.00731 -0.3 -1.1 -0.5
S -2.73275 0.40657 0.38042 -0.5 2.2 -1.4
Cl -2.79484 1.81427 -1.28008 0.1 -0.8 0.3
Br 4.19696 0.69430 -0.06848 -0.9 -0.1 0.0
H -1.50490 -1.67301 -0.42205 2.2 1.3 0.7
H 2.67743 -1.57340 -0.23674 -1.9 1.5 0.5
H 0.73745 -2.38796 -0.33562 -0.6 -0.4 0.2
```
Positions in Å, forces in eV/Å.

=====

This record from the OMol25 dataset describes a gas-phase ion, C2H6NO5S2 (charge -1). The level of theory is ωB97M-V with the def2-TZVPD basis set.

Properties
SMILES string = CN(C)S(=O)(=O)S(=O)(=O)[O-]
Energy above the lowest of the compared OMol25 structures with the same formula, charge and spin = 10.1 kcal per mole
Net charge = -1
Energy = -1307.1575 Eh
Gap between HOMO and LUMO = 9.21 eV
Molecular weight = 188.206 g/mol

```
16
Properties=species:S:1:pos:R:3:forces:R:3
C 0.39549 -0.60039 -1.63053 -0.1 -2.9 -2.0
C -0.75562 -1.74148 0.33260 -1.6 3.4 -0.7
N 0.41846 -1.05199 -0.26331 -0.2 1.6 1.0
O 2.17570 0.74010 -0.13894 0.2 0.7 -0.8
O 0.28983 3.09260 1.77878 1.4 0.2 0.8
O 1.21370 -0.15949 1.90225 -0.3 0.1 1.1
O -1.60011 1.51807 1.57304 3.0 1.0 -1.6
O -0.67357 2.73483 -0.44339 0.8 -1.6 2.3
S 0.99885 0.36630 0.58581 0.4 -1.8 1.2
S -0.39677 2.18792 0.92940 -5.1 -0.6 -2.2
H -0.35273 -1.13618 -2.24838 0.2 -0.1 0.5
H 0.13143 0.40367 -1.76856 0.0 1.7 -0.1
H 1.36769 -0.87400 -2.07084 -0.3 0.6 -0.1
H -0.90834 -1.19854 1.31155 -0.2 -0.9 -0.9
H -1.68152 -1.49321 -0.37109 1.6 -0.9 1.6
H -0.62247 -2.78822 0.52162 0.3 -0.5 -0.3
```
Positions in Å, forces in eV/Å.

=====

This record from the OMol25 dataset describes 2 unconnected molecules or ions with the total composition C6H11INO2. The level of theory is ωB97M-V with the def2-TZVPD basis set.

Properties
Energy above the lowest of the compared OMol25 structures with the same formula, charge and spin = 48.5 kcal per mole
Net charge = +1
Energy = -737.7694 Eh
Gap between HOMO and LUMO (spin up / spin down) = 8.01 / 6.88 eV
Molecular weight = 256.063 g/mol

```
21
Properties=species:S:1:pos:R:3:forces:R:3
C 2.61940 -0.40435 -0.21259 -0.1 0.1 -0.1
C 1.44394 -0.12626 -0.78649 0.1 0.0 -0.1
C -1.17490 -0.69621 1.16953 0.6 2.8 -2.5
C -0.26970 2.31452 -2.08753 0.3 0.6 -0.5
C -1.18900 -2.65955 2.50212 -0.2 -0.6 0.4
C 0.45098 0.75866 -0.27325 -0.8 -0.4 1.8
N -0.61811 1.18269 -1.19163 -0.2 -0.1 0.1
O -2.21850 -0.20141 0.92724 -0.2 -0.7 0.6
O -0.53527 -1.60267 1.71231 0.6 -0.9 0.7
I 0.91131 2.25364 1.16802 -0.1 -0.4 -0.5
H 3.29032 -1.12733 -0.63530 0.1 -0.2 -0.1
H 2.93906 0.09308 0.68526 0.1 0.1 0.2
H 1.15945 -0.65232 -1.69255 0.0 -0.1 -0.1
H -1.11142 2.56175 -2.73003 -0.1 -0.1 0.1
H -0.00432 3.18614 -1.49150 -0.1 -0.2 0.1
H 0.58801 2.03990 -2.69987 -0.1 -0.1 0.1
H -0.92370 -3.60281 2.02774 0.0 0.2 0.0
H -2.26665 -2.51747 2.51753 0.0 0.1 -0.1
H -0.77118 -2.60786 3.50490 0.0 0.1 -0.1
H -0.86623 0.37676 -1.77770 -0.1 0.1 0.2
H -1.45349 1.43112 -0.63623 0.2 -0.3 -0.1
```
Positions in Å, forces in eV/Å.

=====

Q: Which formula does entry 3 have?
A: C2H6NO5S2

=====

Please write out number 3 again, unchanged.
This record from the OMol25 dataset describes a gas-phase ion, C2H6NO5S2 (charge -1). The level of theory is ωB97M-V with the def2-TZVPD basis set.

Properties
SMILES string = CN(C)S(=O)(=O)S(=O)(=O)[O-]
Energy above the lowest of the compared OMol25 structures with the same formula, charge and spin = 10.1 kcal per mole
Net charge = -1
Energy = -1307.1575 Eh
Gap between HOMO and LUMO = 9.21 eV
Molecular weight = 188.206 g/mol

```
16
Properties=species:S:1:pos:R:3:forces:R:3
C 0.39549 -0.60039 -1.63053 -0.1 -2.9 -2.0
C -0.75562 -1.74148 0.33260 -1.6 3.4 -0.7
N 0.41846 -1.05199 -0.26331 -0.2 1.6 1.0
O 2.17570 0.74010 -0.13894 0.2 0.7 -0.8
O 0.28983 3.09260 1.77878 1.4 0.2 0.8
O 1.21370 -0.15949 1.90225 -0.3 0.1 1.1
O -1.60011 1.51807 1.57304 3.0 1.0 -1.6
O -0.67357 2.73483 -0.44339 0.8 -1.6 2.3
S 0.99885 0.36630 0.58581 0.4 -1.8 1.2
S -0.39677 2.18792 0.92940 -5.1 -0.6 -2.2
H -0.35273 -1.13618 -2.24838 0.2 -0.1 0.5
H 0.13143 0.40367 -1.76856 0.0 1.7 -0.1
H 1.36769 -0.87400 -2.07084 -0.3 0.6 -0.1
H -0.90834 -1.19854 1.31155 -0.2 -0.9 -0.9
H -1.68152 -1.49321 -0.37109 1.6 -0.9 1.6
H -0.62247 -2.78822 0.52162 0.3 -0.5 -0.3
```
Positions in Å, forces in eV/Å.

=====

Q: Which of these has the lowest energy?
A: C47H86ClF8N10O12S

=====

Q: Look up the molecular weight of the third one.
A: 188.206 g/mol